# C69H172N13O22

A cluster of 13 separate species, C69H172N13O22 in total in a non-equilibrium geometry (ωB97M-V/def2-TZVPD, OMol25).

CARTESIAN COORDINATES (ANGSTROEM)
C1 17.899 20.364 19.379
O1 18.733 20.120 20.470
C2 18.708 21.013 21.545
C3 19.470 20.423 22.756
N1 20.871 20.015 22.267
H1 20.877 19.657 21.323
H2 21.372 20.859 22.029
C4 21.753 19.075 23.207
C5 23.069 18.644 22.549
O2 23.016 18.216 21.177
C6 24.214 17.663 20.665
H3 16.843 20.143 19.535
H4 18.211 19.742 18.539
H5 17.798 21.398 19.050
H6 17.680 21.216 21.846
H7 19.201 21.951 21.292
H8 18.931 19.592 23.211
H9 19.657 21.231 23.464
H10 21.114 18.215 23.408
H11 21.933 19.621 24.133
H12 23.450 17.863 23.207
H13 23.786 19.420 22.814
H14 24.996 18.402 20.842
H15 24.065 17.498 19.598
H16 24.378 16.730 21.204
C7 25.911 21.612 19.922
O3 25.674 22.028 18.572
C8 24.924 21.006 17.877
C9 25.868 19.805 17.502
N2 27.167 20.311 16.823
H17 27.042 20.843 15.974
H18 27.744 20.835 17.466
C10 28.170 19.183 16.523
C11 29.092 19.671 15.461
O4 28.443 20.093 14.274
C12 27.666 19.060 13.610
H19 26.207 22.551 20.391
H20 26.801 20.999 20.058
H21 25.035 21.154 20.381
H22 24.658 21.341 16.875
H23 24.008 20.771 18.420
H24 25.368 19.002 16.960
H25 26.118 19.290 18.429
H26 27.780 18.195 16.278
H27 28.678 19.160 17.487
H28 29.908 18.971 15.283
H29 29.638 20.510 15.893
H30 28.078 18.051 13.616
H31 27.408 19.373 12.599
H32 26.754 18.991 14.204
C13 15.076 19.794 11.768
C14 14.539 20.911 12.691
N3 15.500 21.312 13.884
C15 14.703 22.221 14.883
C16 15.891 20.020 14.629
C17 16.768 20.169 15.890
C18 16.764 22.056 13.340
C19 16.566 23.034 12.121
O5 15.606 24.024 12.487
C20 15.279 24.793 11.338
H33 14.604 19.824 10.786
H34 15.049 18.809 12.234
H35 16.142 19.947 11.603
H36 13.599 20.492 13.049
H37 14.232 21.796 12.133
H38 15.324 22.623 15.684
H39 13.832 21.720 15.304
H40 14.324 23.050 14.286
H41 16.462 19.494 13.863
H42 14.916 19.566 14.806
H43 16.820 19.232 16.443
H44 16.532 20.956 16.606
H45 17.786 20.416 15.590
H46 17.443 21.258 13.043
H47 17.211 22.525 14.217
H48 16.156 22.463 11.288
H49 17.496 23.460 11.745
H50 16.243 25.239 11.091
H51 14.487 25.517 11.527
H52 14.897 24.207 10.503
C21 15.419 18.109 21.961
C22 15.072 19.443 22.510
N4 13.738 19.553 23.344
C23 13.547 20.967 23.923
C24 12.646 19.246 22.364
C25 11.234 19.130 23.038
C26 13.767 18.547 24.627
C27 15.115 18.706 25.462
O6 14.830 18.291 26.720
C28 14.335 19.387 27.517
H53 16.486 17.915 21.855
H54 15.092 18.117 20.922
H55 14.817 17.345 22.455
H56 15.028 20.232 21.759
H57 15.900 19.698 23.172
H58 14.413 21.179 24.549
H59 12.670 20.983 24.571
H60 13.467 21.634 23.064
H61 12.863 18.251 21.976
H62 12.811 20.024 21.620
H63 11.131 19.952 23.746
H64 11.136 18.293 23.730
H65 10.317 19.152 22.449
H66 13.626 17.485 24.429
H67 12.850 18.878 25.114
H68 15.625 19.668 25.510
H69 15.839 17.983 25.084
H70 13.405 19.690 27.036
H71 15.135 20.122 27.612
H72 14.255 19.047 28.549
C29 20.616 17.579 26.048
C30 20.624 18.191 27.514
N5 19.197 18.701 27.982
C31 18.108 17.626 27.786
C32 19.318 19.200 29.441
C33 19.533 18.124 30.491
C34 18.702 19.892 27.124
C35 19.646 21.170 27.091
O7 20.640 21.025 26.023
C36 21.071 22.367 25.661
H73 20.089 18.227 25.347
H74 20.132 16.603 26.057
H75 21.650 17.560 25.704
H76 21.259 19.077 27.528
H77 21.037 17.569 28.309
H78 17.857 17.459 26.739
H79 17.194 17.901 28.313
H80 18.599 16.746 28.202
H81 18.350 19.674 29.604
H82 20.190 19.855 29.444
H83 19.518 18.514 31.509
H84 20.394 17.481 30.310
H85 18.673 17.455 30.463
H86 17.737 20.225 27.506
H87 18.529 19.594 26.090
H88 20.221 21.287 28.010
H89 18.951 22.004 26.991
H90 21.914 22.360 24.970
H91 21.386 22.902 26.557
H92 20.336 23.015 25.184
C37 24.138 13.625 19.146
C38 24.496 13.032 20.459
N6 23.388 12.874 21.525
C39 22.748 14.206 22.009
C40 22.144 12.048 20.956
C41 22.455 10.658 20.296
C42 23.839 11.977 22.753
C43 24.936 12.632 23.657
O8 24.381 13.787 24.326
C44 25.289 14.158 25.366
H93 25.028 13.606 18.517
H94 23.706 14.624 19.090
H95 23.426 13.047 18.556
H96 25.274 13.584 20.987
H97 24.896 12.020 20.385
H98 22.051 13.943 22.805
H99 22.355 14.690 21.115
H100 23.491 14.920 22.363
H101 21.768 12.736 20.199
H102 21.400 11.970 21.749
H103 22.892 9.934 20.984
H104 23.038 10.664 19.375
H105 21.535 10.258 19.870
H106 24.123 11.012 22.334
H107 22.951 11.858 23.375
H108 25.822 12.811 23.047
H109 25.361 11.878 24.319
H110 24.736 14.929 25.902
H111 26.163 14.697 25.002
H112 25.398 13.357 26.098
C45 29.023 15.622 23.825
C46 29.026 16.775 22.866
N7 28.281 18.078 23.403
C47 26.792 17.745 23.496
C48 28.710 18.608 24.849
C49 30.209 19.076 24.952
C50 28.465 19.213 22.331
C51 27.716 20.498 22.543
O9 26.332 20.346 22.596
C52 25.720 21.480 23.324
H113 29.157 15.953 24.854
H114 29.844 14.955 23.560
H115 28.177 14.960 24.010
H116 28.680 16.546 21.858
H117 30.034 17.177 22.763
H118 26.708 16.921 24.205
H119 26.290 17.592 22.541
H120 26.327 18.614 23.962
H121 28.482 17.777 25.516
H122 28.029 19.422 25.098
H123 30.389 19.610 25.885
H124 30.367 19.830 24.181
H125 30.952 18.279 24.931
H126 28.215 18.851 21.333
H127 29.518 19.474 22.231
H128 28.059 21.201 21.783
H129 28.032 20.953 23.482
H130 24.704 21.359 23.699
H131 25.684 22.346 22.663
H132 26.242 21.897 24.185
C53 19.905 27.091 18.630
C54 19.492 27.185 20.095
N8 18.199 26.494 20.551
C55 16.981 27.296 20.015
C56 18.249 25.037 20.007
C57 17.147 24.040 20.503
C58 18.090 26.374 22.147
C59 18.568 27.649 22.875
O10 17.771 28.797 22.533
C60 16.399 28.779 22.862
H133 20.481 26.176 18.497
H134 20.593 27.921 18.470
H135 19.024 27.090 17.987
H136 19.363 28.220 20.414
H137 20.318 26.857 20.725
H138 16.087 26.853 20.453
H139 17.040 27.224 18.929
H140 17.087 28.319 20.376
H141 19.253 24.684 20.240
H142 18.359 25.011 18.923
H143 17.473 23.423 21.341
H144 16.788 23.314 19.773
H145 16.286 24.645 20.787
H146 18.764 25.538 22.335
H147 17.097 26.092 22.497
H148 19.593 27.891 22.595
H149 18.609 27.602 23.963
H150 16.025 29.802 22.878
H151 16.217 28.383 23.861
H152 15.777 28.282 22.117
C61 21.403 22.679 18.943
C62 20.932 22.493 17.460
C63 21.214 23.642 16.375
C64 20.881 23.182 14.951
N9 20.869 24.332 13.885
C65 19.793 25.381 14.270
C66 19.266 26.011 12.951
C67 19.830 25.239 11.801
C68 20.357 23.922 12.491
C69 22.256 24.951 13.664
H153 21.452 21.907 19.711
H154 20.893 23.606 19.206
H155 22.386 23.133 18.827
H156 19.842 22.508 17.478
H157 21.134 21.471 17.139
H158 22.287 23.822 16.439
H159 20.708 24.554 16.690
H160 19.907 22.705 14.849
H161 21.660 22.523 14.567
H162 20.357 26.008 14.960
H163 18.958 24.869 14.749
H164 19.470 27.081 13.003
H165 18.184 25.973 13.075
H166 20.686 25.857 11.531
H167 19.106 25.136 10.993
H168 21.086 23.255 12.032
H169 19.442 23.391 12.751
H170 22.379 25.426 12.691
H171 22.980 24.143 13.765
H172 22.450 25.618 14.504
N10 13.124 19.988 18.440
O11 13.951 20.660 19.106
O12 13.225 19.743 17.274
O13 12.127 19.656 18.940
N11 27.248 16.155 19.135
O14 27.535 15.667 18.011
O15 26.629 15.463 19.918
O16 27.496 17.304 19.353
N12 22.324 23.741 22.261
O17 22.190 22.573 22.064
O18 23.381 24.133 22.667
O19 21.355 24.502 22.187
N13 24.728 17.851 26.512
O20 24.003 17.294 27.349
O21 24.209 18.604 25.736
O22 25.921 17.642 26.394

For the HOMO energy, the calculation gives -14.93 eV. The calculation puts the frontier orbital gap at 6.42 eV. As for the net charge: +5.

Atomic partial charges in e from the Löwdin method, atoms 1 to 99: number 1, C, carries -0.098; number 2, O, carries -0.173; number 3, C, carries -0.212; number 4, C, carries -0.044; number 5, N, carries 0.103; number 6, H, carries 0.144; number 7, H, carries 0.092; number 8, C, carries -0.028; number 9, C, carries -0.182; number 10, O, carries -0.195; number 11, C, carries -0.086; number 12, H, carries 0.082; number 13, H, carries 0.091; number 14, H, carries 0.069; number 15, H, carries 0.114; number 16, H, carries 0.114; number 17, H, carries 0.122; number 18, H, carries 0.118; number 19, H, carries 0.108; number 20, H, carries 0.120; number 21, H, carries 0.121; number 22, H, carries 0.107; number 23, H, carries 0.076; number 24, H, carries 0.096; number 25, H, carries 0.072; number 26, C, carries -0.086; number 27, O, carries -0.178; number 28, C, carries -0.180; number 29, C, carries -0.064; number 30, N, carries 0.112; number 31, H, carries 0.159; number 32, H, carries 0.164; number 33, C, carries -0.101; number 34, C, carries -0.217; number 35, O, carries -0.175; number 36, C, carries -0.052; number 37, H, carries 0.106; number 38, H, carries 0.072; number 39, H, carries 0.094; number 40, H, carries 0.109; number 41, H, carries 0.115; number 42, H, carries 0.137; number 43, H, carries 0.097; number 44, H, carries 0.134; number 45, H, carries 0.137; number 46, H, carries 0.150; number 47, H, carries 0.136; number 48, H, carries 0.105; number 49, H, carries 0.100; number 50, H, carries 0.066; number 51, C, carries -0.053; number 52, C, carries -0.124; number 53, N, carries -0.206; number 54, C, carries 0.045; number 55, C, carries -0.137; number 56, C, carries -0.056; number 57, C, carries -0.057; number 58, C, carries -0.184; number 59, O, carries -0.209; number 60, C, carries -0.064; number 61, H, carries 0.103; number 62, H, carries 0.086; number 63, H, carries 0.068; number 64, H, carries 0.137; number 65, H, carries 0.120; number 66, H, carries 0.093; number 67, H, carries 0.107; number 68, H, carries 0.093; number 69, H, carries 0.112; number 70, H, carries 0.136; number 71, H, carries 0.091; number 72, H, carries 0.065; number 73, H, carries 0.060; number 74, H, carries 0.121; number 75, H, carries 0.108; number 76, H, carries 0.118; number 77, H, carries 0.102; number 78, H, carries 0.084; number 79, H, carries 0.109; number 80, H, carries 0.101; number 81, C, carries -0.060; number 82, C, carries -0.181; number 83, N, carries -0.230; number 84, C, carries 0.039; number 85, C, carries -0.143; number 86, C, carries -0.021; number 87, C, carries 0.007; number 88, C, carries -0.265; number 89, O, carries -0.190; number 90, C, carries -0.033; number 91, H, carries 0.088; number 92, H, carries 0.091; number 93, H, carries 0.088; number 94, H, carries 0.115; number 95, H, carries 0.095; number 96, H, carries 0.090; number 97, H, carries 0.099; number 98, H, carries 0.117; number 99, H, carries 0.125